Formula: C12H14N2
Source: OMol25
Level of theory: ωB97M-V/def2-TZVPD

Computed properties:
- Gap between HOMO and LUMO: 8.92 eV
- Largest force on an atom: 5.0 eV Å⁻¹
- SMILES string: C[C@@]1(/N=N/c2ccccc2)CC12CC2
- Calculated total energy: -15645.736 eV

The geometry in XYZ format:
```
28
C12H14N2, DFT ωB97M-V/def2-TZVPD
C 0.64 2.84 0.24
C 0.99 1.28 0.26
N -0.16 0.52 0.06
N 0.00 -0.57 -0.54
C -1.17 -1.20 -0.97
C -1.33 -2.62 -0.83
C -2.44 -3.30 -1.37
C -3.48 -2.49 -1.88
C -3.17 -1.18 -2.23
C -2.04 -0.49 -1.79
C 2.43 0.83 0.03
C 1.95 1.02 1.42
C 2.14 0.15 2.58
C 2.40 1.60 2.74
H 1.57 3.37 -0.13
H 0.32 3.24 1.15
H -0.23 2.80 -0.42
H -0.52 -2.99 -0.31
H -2.61 -4.46 -1.35
H -4.45 -2.82 -2.33
H -3.99 -0.69 -2.88
H -1.67 0.49 -1.99
H 2.51 -0.18 -0.46
H 3.06 1.44 -0.43
H 2.84 -0.55 2.57
H 1.29 -0.10 3.04
H 1.68 2.28 3.08
H 3.44 1.78 2.76
```